Record 1
The following is a quantum chemistry calculation of a cluster of 16 separate species, C36H50FN15O3 in total, from OMol25.

Results
LUMO level: -0.127 eV

Atoms and positions in Å:
O 2.33621 -0.02257 -4.08379
C 1.46225 -0.07953 -4.97744
C 0.26851 0.97649 -4.99307
C -0.74752 0.22475 -5.67263
C -2.19003 0.89398 -5.88546
C -3.35079 -0.11371 -5.34873
F -2.82668 -1.17412 -4.49807
C -0.16043 -1.20263 -6.06490
O -0.76504 -2.27018 -6.27956
O 1.27783 -0.98821 -6.06254
H 0.24312 2.01620 -4.53659
H -2.23736 1.84477 -5.23228
H -2.35758 1.23997 -6.96215
H -4.08708 0.46848 -4.68712
H -3.91770 -0.59078 -6.21641
C 5.44025 1.21346 -6.19098
C 4.51009 2.34572 -5.87367
N 3.77539 3.23665 -5.62213
H 4.86622 0.33460 -6.48903
H 6.10635 1.49819 -7.00703
H 6.03800 0.96727 -5.31207
C 2.69766 2.91607 -1.57174
C 1.24418 3.08998 -1.89225
N 0.09647 3.22720 -2.14156
H 3.11834 3.86299 -1.22955
H 2.81571 2.16900 -0.78511
H 3.23837 2.58636 -2.46084
C 1.08411 3.16584 2.16918
C 2.57966 3.24392 2.08319
N 3.75752 3.30422 2.00804
H 0.78983 2.27743 2.72851
H 0.69445 4.05059 2.67525
H 0.65711 3.11259 1.16566
C -3.78723 4.36561 -0.81494
C -3.57749 3.35665 -1.90388
N -3.41004 2.55172 -2.76808
H -3.39713 5.33471 -1.12713
H -4.85228 4.46343 -0.59897
H -3.26796 4.04814 0.09048
C -6.40167 2.29949 -7.07383
C -4.92468 2.55655 -7.05097
N -3.76004 2.75842 -7.03294
H -6.61902 1.44158 -7.71219
H -6.75751 2.09138 -6.06343
H -6.92437 3.17470 -7.46274
C -2.36109 3.56646 5.05049
C -1.75902 2.47138 4.22209
N -1.28456 1.60852 3.56894
H -2.18698 3.36869 6.10937
H -1.90733 4.52326 4.78689
H -3.43574 3.61989 4.86971
C -1.95006 8.25851 -0.89995
C -2.45035 7.50748 0.29681
N -2.84494 6.91412 1.23992
H -1.03744 8.80006 -0.64360
H -1.73438 7.56213 -1.71211
H -2.70586 8.97097 -1.23378
C -0.30640 -1.14891 1.95418
C -0.44491 -2.44496 2.69488
N -0.55414 -3.46715 3.27797
H 0.52060 -0.57079 2.36940
H -0.11019 -1.34405 0.89827
H -1.22593 -0.56942 2.04449
C 1.66278 -5.89500 4.84198
C 1.84716 -6.68780 6.10098
N 1.99255 -7.31331 7.09356
H 2.50077 -6.07134 4.16511
H 0.73628 -6.19233 4.34752
H 1.61436 -4.83042 5.07674
C 4.19737 -4.37678 1.31182
C 4.04498 -5.67582 2.04354
N 3.92472 -6.69982 2.62212
H 5.03587 -3.81403 1.72620
H 4.38300 -4.56734 0.25401
H 3.28642 -3.78559 1.41226
C -1.09759 -5.73732 -0.04618
C 0.38273 -5.49905 -0.03353
N 1.54906 -5.31010 -0.02356
H -1.33066 -6.58892 -0.68755
H -1.44839 -5.94613 0.96661
H -1.61211 -4.85343 -0.42636
C -0.65570 -8.86002 3.15792
C -1.60174 -7.72445 3.45627
N -2.35558 -6.83321 3.68871
H -1.22049 -9.74263 2.85349
H 0.02409 -8.57654 2.35235
H -0.07151 -9.10040 4.04789
C -4.18432 11.19763 -3.68382
C -4.32697 9.90113 -2.94428
N -4.43949 8.87880 -2.36136
H -3.35233 11.77057 -3.27107
H -3.99365 11.00276 -4.74034
H -5.10112 11.78150 -3.58870
C 2.62107 -10.30270 9.05699
C 2.46757 -11.60077 9.79291
N 2.34659 -12.62345 10.37266
H 3.45444 -9.73560 9.47423
H 2.81495 -10.49511 8.00083
H 1.70797 -9.71294 9.14920
C 5.81596 1.43846 5.33582
C 4.98616 0.50728 4.50411
N 4.33192 -0.22590 3.84800
H 5.17126 2.16148 5.83787
H 6.36907 0.87204 6.08676
H 6.52318 1.97302 4.69979

Record 2
The following is a quantum chemistry calculation of a cluster of 5 separate species, C36H51BN4O10P in total, from OMol25.

Results
LUMO level: -0.058 eV
net charge: -1

Atoms and positions in Å:
C -1.37213 -5.62683 0.87639
C -1.41892 -4.73951 -0.38069
C -1.69320 -3.26300 -0.05441
C -2.41008 -2.50312 -1.17067
C -2.99138 -1.15559 -0.70018
C -4.52776 -1.10425 -0.53776
C -4.98911 -1.04405 0.92303
C -6.45371 -0.60143 1.08684
C -7.41234 -1.76395 1.34957
C -8.87678 -1.31607 1.40231
C -9.57861 -1.34280 0.04579
P -10.27422 -3.10263 -0.45934
B -11.94587 -2.24238 -1.16857
O -11.89237 -1.35057 -2.26126
O -13.21633 -2.39555 -0.63078
C -13.59570 -3.68850 -0.19515
H -0.58361 -6.37761 0.81655
H -1.20811 -5.01805 1.76809
H -2.31979 -6.14845 1.02448
H -0.44295 -4.80724 -0.86161
H -2.17524 -5.10413 -1.07894
H -0.72844 -2.77329 0.10568
H -2.24642 -3.18278 0.88709
H -3.21607 -3.11965 -1.57994
H -1.70757 -2.32292 -1.98996
H -2.55582 -0.91021 0.27414
H -2.69662 -0.35678 -1.38498
H -4.98302 -1.97217 -1.02039
H -4.89101 -0.19312 -1.02219
H -4.87237 -2.04006 1.36764
H -4.32061 -0.38008 1.48055
H -6.76636 -0.07233 0.18027
H -6.51521 0.07671 1.94395
H -7.28426 -2.54679 0.59871
H -7.12984 -2.20030 2.31582
H -8.92389 -0.31082 1.84459
H -9.43937 -1.97678 2.07438
H -10.46424 -0.69081 0.09925
H -8.94431 -0.93162 -0.75086
H -9.65068 -3.01363 -1.82632
H -9.03708 -3.73435 0.07611
H -10.90057 -3.19690 0.91044
H -10.78752 -4.47609 -0.79657
H -11.70662 -1.87111 -3.05347
H -13.51178 -3.77690 0.89141
H -14.64010 -3.84942 -0.47785
H -12.98559 -4.47027 -0.65049
C 4.24038 0.50537 0.73155
C 4.62639 0.07883 -0.53274
C 4.03833 -1.03868 -1.10240
C 3.06596 -1.70804 -0.38304
C 2.66518 -1.30542 0.87729
C 3.26355 -0.18632 1.43453
N 2.42043 -2.88819 -0.98837
O 2.78818 -3.22998 -2.09459
O 1.55388 -3.44193 -0.34403
H 4.70039 1.37953 1.16897
H 5.38595 0.62162 -1.08043
H 4.32096 -1.38643 -2.08457
H 1.89941 -1.85479 1.40421
H 2.96362 0.14686 2.41841
C 9.95096 2.76153 -1.58895
C 9.30320 1.56691 -1.30805
C 8.51504 1.45192 -0.17333
C 8.39243 2.54999 0.65857
C 9.02628 3.75167 0.39943
C 9.81252 3.84971 -0.73697
N 7.54762 2.43798 1.86151
O 7.01121 1.36805 2.07009
O 7.43286 3.41930 2.56740
H 10.57069 2.84553 -2.47048
H 9.41607 0.71899 -1.96945
H 8.00666 0.52978 0.06731
H 8.90372 4.58614 1.07374
H 10.32177 4.77854 -0.95654
C 14.54875 3.88729 3.24825
C 13.24882 3.72965 2.78554
C 13.01789 3.18116 1.53421
C 14.10717 2.79909 0.77236
C 15.40998 2.94776 1.20889
C 15.62561 3.49989 2.46153
N 13.86381 2.20110 -0.55426
O 12.70631 2.10923 -0.91354
O 14.82315 1.83883 -1.20153
H 14.72327 4.31240 4.22777
H 12.41129 4.03092 3.39991
H 12.01499 3.04847 1.15460
H 16.23184 2.63736 0.58137
H 16.63679 3.62497 2.82386
C -5.81279 4.51232 -2.46846
C -6.04845 3.94150 -1.22510
C -4.99883 3.40512 -0.49644
C -3.72782 3.45449 -1.03886
C -3.46841 4.01102 -2.27711
C -4.52723 4.54531 -2.99358
N -2.61054 2.87701 -0.26704
O -2.87785 2.38189 0.80640
O -1.49857 2.91928 -0.75675
H -6.63640 4.92837 -3.03355
H -7.05109 3.90581 -0.82194
H -5.16188 2.94546 0.46692
H -2.46192 4.02003 -2.66738
H -4.34792 4.98399 -3.96585